[1]
Below is an isolated molecule of CH2N2O2S at a distorted geometry, with properties calculated with ωB97M-V/def2-TZVPD.

Each line ends with the Löwdin spin population.
Element x y z (Å)
C 0.971 0.109 -0.148  0.4069
N 0.602 -1.023 0.225  0.3705
N 0.021 -1.938 0.393  0.7027
O -1.323 1.416 0.929  0.1967
O -1.873 -0.469 -0.487  0.0619
S -1.126 0.779 -0.358  0.1732
H 1.299 0.746 0.570  0.0325
H 1.428 0.380 -1.124  0.0556

Results
Gap between HOMO and LUMO (alpha / beta) ... 5.97 / 8.36 eV
Spin multiplicity ... 3
⟨S²⟩ ... 2.03
Lowest unoccupied orbital energy (alpha / beta) ... -0.321 / -3.442 eV
HOMO energy (alpha / beta) ... -6.29 / -11.81 eV
Total charge ... 0
Electronic energy ... -697.26087 Eh
Energy relative to the best compared isomer or geometry (same formula, charge and spin) ... 2.577 eV
F_max ... 0.224 hartree/bohr

---

[2]
Below is a 2-piece molecular cluster, CH3NO3 overall at a distorted geometry, with properties calculated with ωB97M-V/def2-TZVPD.

Each line ends with the natural charge from an NBO analysis.
Element x y z (Å)
O 1.866 -1.028 0.227  -0.2758
N 1.222 -0.175 -0.323  0.3324
O 1.555 1.090 0.025  -0.5433
H 1.137 1.816 -0.431  0.5006
C -1.442 -0.390 0.103  0.2682
O -2.140 0.542 0.356  -0.5080
H -0.842 -0.520 -0.832  0.1341
H -1.356 -1.335 0.874  0.0917

Results
Gap between HOMO and LUMO ... 9.65 eV
Spin multiplicity ... 1
Lowest unoccupied orbital energy ... -0.326 eV
HOMO energy ... -9.98 eV
Total charge ... 0
SMILES string ... O=NO.C=O
Electronic energy ... -320.23185 Eh
Energy relative to the best compared isomer or geometry (same formula, charge and spin) ... 3.014 eV
F_max ... 0.061 hartree/bohr

---

[3]
Below is C33H46AuClNP2 as an isolated structure, with properties calculated with ωB97M-V/def2-TZVPD.

Each line ends with the Löwdin spin population.
Element x y z (Å)
Au -1.250 -0.212 -0.456  0.1549
C -1.271 4.788 -1.554  0.0008
C -1.609 3.479 -0.846  0.0095
C -1.358 3.612 0.659  0.0009
P -0.698 1.972 -1.449  0.0680
C -0.961 1.857 -3.296  0.0123
C -0.139 2.748 -4.228  0.0029
C -0.769 0.396 -3.725  0.0060
C 1.043 2.367 -1.055  0.1111
C 1.760 3.339 -1.735  -0.0052
C 3.065 3.687 -1.384  0.1227
C 3.813 4.747 -2.136  0.0218
C 3.654 3.034 -0.296  -0.0147
C 2.979 2.066 0.404  0.1038
C 1.663 1.681 0.042  0.0131
N 1.045 0.593 0.521  0.3561
C 1.376 -0.192 1.576  0.0187
C 1.911 0.241 2.803  0.0734
C 2.131 -0.662 3.821  -0.0084
C 1.826 -2.017 3.676  0.0799
C 2.103 -2.996 4.780  0.0142
C 1.276 -2.454 2.469  -0.0110
C 1.051 -1.578 1.423  0.0703
P 0.396 -2.005 -0.225  0.0386
C -0.318 -3.706 -0.078  0.0002
C -1.600 -3.645 0.751  0.0032
C -0.617 -4.234 -1.484  0.0003
C 1.932 -2.337 -1.254  0.0138
C 2.741 -3.486 -0.647  0.0028
C 2.823 -1.119 -1.464  0.0020
H -1.838 5.599 -1.093  0.0004
H -0.215 5.030 -1.443  -0.0006
H -1.532 4.764 -2.612  0.0000
H -2.663 3.238 -1.019  0.0001
H -0.315 3.872 0.851  0.0006
H -1.985 4.404 1.069  0.0000
H -1.580 2.688 1.193  -0.0002
H -2.021 2.115 -3.399  0.0000
H 0.908 2.444 -4.228  -0.0003
H -0.516 2.627 -5.244  0.0008
H -0.209 3.806 -3.981  0.0001
H 0.255 0.068 -3.526  0.0018
H -1.450 -0.272 -3.197  0.0007
H -0.956 0.294 -4.795  0.0003
H 1.303 3.856 -2.565  -0.0023
H 3.453 4.844 -3.158  0.0014
H 3.690 5.714 -1.641  0.0092
H 4.880 4.529 -2.154  0.0027
H 4.669 3.290 -0.015  -0.0031
H 3.481 1.532 1.199  0.0059
H 2.107 1.294 2.959  0.0026
H 2.549 -0.313 4.757  -0.0019
H 2.366 -2.490 5.706  0.0000
H 1.234 -3.629 4.966  0.0034
H 2.931 -3.654 4.507  0.0052
H 1.034 -3.505 2.358  -0.0018
H 0.400 -4.366 0.414  0.0000
H -2.339 -2.996 0.275  0.0019
H -2.032 -4.643 0.842  0.0000
H -1.421 -3.257 1.755  0.0005
H -1.251 -3.531 -2.031  0.0001
H 0.289 -4.403 -2.064  0.0000
H -1.150 -5.183 -1.415  0.0000
H 1.535 -2.629 -2.230  0.0001
H 2.847 -3.365 0.432  0.0001
H 2.294 -4.459 -0.850  0.0001
H 3.744 -3.488 -1.077  0.0008
H 3.243 -0.777 -0.518  0.0004
H 3.655 -1.393 -2.114  0.0002
H 2.286 -0.295 -1.933  0.0010
Cl -6.746 -3.391 3.413  0.0400
C -5.517 -2.413 2.716  0.1080
C -5.822 -1.586 1.637  -0.0143
C -4.852 -0.757 1.123  0.0887
C -3.559 -0.705 1.688  0.0435
C -2.626 0.302 1.284  0.3297
C -3.259 -1.613 2.723  0.0878
C -4.228 -2.441 3.244  -0.0142
H -6.821 -1.586 1.223  -0.0028
H -5.084 -0.105 0.290  0.0030
H -3.074 1.195 0.862  0.0192
H -1.818 0.493 1.988  0.0193
H -2.260 -1.622 3.144  0.0026
H -4.009 -3.099 4.074  -0.0028

Results
Gap between HOMO and LUMO (alpha / beta) ... 7.88 / 6.18 eV
Spin multiplicity ... 3
⟨S²⟩ ... 2.08
Lowest unoccupied orbital energy (alpha / beta) ... -1.938 / -4.499 eV
HOMO energy (alpha / beta) ... -9.81 / -10.68 eV
Total charge ... +1
Electronic energy ... -2618.19260 Eh
Energy relative to the best compared isomer or geometry (same formula, charge and spin) ... 0.365 eV
F_max ... 0.016 hartree/bohr

---

[4]
Below is a 9-piece molecular cluster, C20H46IN9O16P2 overall at a distorted geometry, with properties calculated with ωB97M-V/def2-TZVPD.

Each line ends with the Löwdin charge.
Element x y z (Å)
C 3.167 1.074 1.997  -0.1783
C 3.262 2.675 1.841  -0.4655
P 3.061 3.252 0.022  0.7672
C 2.812 5.123 0.158  -0.4680
C 2.218 5.821 -1.164  -0.2037
P 1.280 2.242 -0.832  0.6179
C 2.326 0.883 -1.646  -0.3581
C 3.514 1.430 -2.590  -0.4013
C 4.955 0.860 -2.114  -0.6289
I 6.315 1.162 -3.833  0.6466
C -0.371 1.464 -1.405  -0.3246
C -1.447 2.217 -2.273  -0.0458
C -2.692 1.404 -2.643  -0.1588
N -3.051 0.072 -2.351  -0.0153
C -2.134 -0.648 -1.546  -0.1198
C -0.839 0.010 -1.071  -0.0685
H 2.473 0.620 1.218  0.0205
H 2.720 0.845 3.034  0.0716
H 4.195 0.564 1.942  0.0771
H 2.373 3.141 2.399  0.0465
H 4.227 3.075 2.321  0.0798
H 3.865 5.577 0.307  0.0769
H 2.222 5.453 1.095  0.0793
H 1.098 5.620 -1.243  0.0527
H 2.698 5.415 -2.127  0.0735
H 2.375 6.957 -1.073  0.0569
H 0.953 3.391 -1.665  0.0048
H 0.796 2.111 0.539  0.0124
H 1.645 0.218 -2.297  0.0885
H 2.819 0.165 -0.893  0.0849
H 3.511 2.561 -2.731  0.0728
H 3.363 0.985 -3.645  0.0810
H 5.387 1.427 -1.229  0.0324
H 4.911 -0.259 -1.906  0.0534
H -1.280 3.300 -2.603  0.0843
H -3.457 1.977 -3.288  0.0947
H -2.401 -1.734 -1.286  0.0905
H -0.146 -0.622 -0.410  0.0909
C 3.647 4.595 6.066  0.0497
N 3.025 3.934 4.889  -0.4201
O 3.206 2.732 4.761  0.0489
O 2.378 4.643 4.137  0.0490
H 4.187 3.849 6.643  0.0570
H 4.326 5.360 5.692  0.1065
H 2.845 5.033 6.658  0.1060
C 7.399 1.613 6.265  0.0468
N 6.437 2.509 6.957  -0.4394
O 5.541 1.985 7.596  0.0689
O 6.616 3.710 6.835  0.0507
H 7.118 0.580 6.460  0.0972
H 7.344 1.833 5.199  0.1029
H 8.391 1.825 6.662  0.1022
C -3.888 -4.959 -1.080  0.0570
N -2.807 -5.467 -0.193  -0.4472
O -1.925 -4.683 0.121  0.0552
O -2.883 -6.633 0.154  0.0557
H -3.693 -3.913 -1.308  0.0865
H -3.878 -5.560 -1.989  0.1105
H -4.831 -5.067 -0.545  0.0799
C -7.271 -7.242 1.229  0.0511
N -7.604 -5.952 0.569  -0.4394
O -7.127 -4.935 1.051  0.0399
O -8.329 -6.004 -0.408  0.0733
H -6.621 -7.043 2.080  0.0741
H -8.206 -7.694 1.556  0.1047
H -6.765 -7.866 0.494  0.1042
C 1.941 9.325 -4.274  0.0420
N 2.426 9.141 -2.882  -0.4404
O 1.966 9.878 -2.026  0.0674
O 3.251 8.263 -2.697  0.0388
H 1.216 10.135 -4.289  0.0950
H 2.804 9.568 -4.893  0.1011
H 1.481 8.388 -4.588  0.1010
C -1.669 -9.940 -0.705  0.0372
N -2.289 -10.613 -1.876  -0.4506
O -2.108 -11.812 -1.995  0.0645
O -2.936 -9.911 -2.635  0.0541
H -1.127 -10.681 -0.121  0.0946
H -0.991 -9.178 -1.085  0.1011
H -2.472 -9.497 -0.117  0.0915
C -4.640 0.027 -5.336  0.0143
N -5.261 -0.644 -6.508  -0.4500
O -5.082 -1.844 -6.627  0.0605
O -5.907 0.059 -7.267  0.0557
H -4.100 -0.714 -4.751  0.0754
H -3.960 0.789 -5.716  0.0966
H -5.443 0.471 -4.748  0.1014
C -4.273 -4.283 2.520  0.0384
N -4.453 -5.014 3.801  -0.4296
O -4.971 -6.119 3.749  0.0531
O -4.069 -4.455 4.812  0.0735
H -4.658 -4.897 1.709  0.0528
H -4.828 -3.349 2.593  0.1117
H -3.206 -4.101 2.393  0.0969

Results
Gap between HOMO and LUMO ... 6.83 eV
Spin multiplicity ... 1
Lowest unoccupied orbital energy ... -0.419 eV
HOMO energy ... -7.25 eV
Total charge ... 0
SMILES string ... CCP(CC)[PH2](CCCI)c1ccncc1.C[N+](=O)[O-].C[N+](=O)[O-].C[N+](=O)[O-].C[N+](=O)[O-].C[N+](=O)[O-].C[N+](=O)[O-].C[N+](=O)[O-].C[N+](=O)[O-]
Electronic energy ... -3465.67475 Eh
F_max ... 0.130 hartree/bohr

---

- Which value of electronic energy does entry 4 give?
  -3465.67475 Eh

---

- total charge of number 3 (C33H46AuClNP2)?
  +1